Record 1
Molecular formula: C3H7NOS
Method: DFT, the ωB97M-V functional and the def2-TZVPD basis

Geometry as XYZ:
```
13
Properties=species:S:1:pos:R:3:forces:R:3
C -2.338682 0.236516 -0.543622 -2.769 -1.112 0.733
C -1.511519 -0.306298 0.670110 -0.342 1.648 -2.355
O -0.375926 -1.014887 0.090952 1.358 0.936 0.942
C 0.836849 -0.348864 -0.034541 -4.283 3.084 0.814
N 1.777024 -1.180250 -0.319113 2.188 -6.175 1.891
S 0.962550 1.348259 0.065198 0.178 -1.707 -0.121
H -1.993794 1.148499 -1.010525 0.414 -0.045 0.029
H -2.362818 -0.620002 -1.231939 0.254 0.506 -0.290
H -3.520405 0.375088 -0.360372 2.686 -0.130 0.241
H -1.252963 0.510155 1.339089 0.533 -0.219 0.025
H -2.091167 -1.030048 1.168887 -0.435 -1.031 0.642
H 2.711563 -0.869186 -0.232039 0.779 0.895 -0.301
H 1.757143 -2.193927 0.238219 -0.559 3.351 -2.248
```
Forces are in eV/Å.

Results
Kohn-Sham gap = 9.097 eV
ΔE to the lowest compared entry with this formula, charge and spin = 34.4 kcal per mole
maximum force = 6.8 eV Å⁻¹
electronic energy = -17596.435 eV
LUMO level = 0.56 eV
net charge = 0
SMILES string = CCOC(N)=S
HOMO = -8.5 eV

Here are the Löwdin charges for atoms 1 to 6, given in e:
1. C -0.0885
2. C -0.2469
3. O -0.1288
4. C -0.9166
5. N 0.0845
6. S 0.6052

Record 2
Molecular formula: C3H7NOS
Method: DFT, the ωB97M-V functional and the def2-TZVPD basis

Geometry as XYZ:
```
13
Properties=species:S:1:pos:R:3:forces:R:3
C 0.852739 0.863348 -1.716714 0.577 4.728 -0.764
C 0.794135 -0.413700 -1.133754 0.392 -1.557 -0.556
N 1.167282 -1.519913 -1.131462 -0.956 1.946 0.653
O 1.411561 -2.629696 -0.824160 0.653 -2.287 0.097
H -0.059638 1.232918 -2.226016 0.079 -0.647 0.484
H 1.069914 1.731834 -0.941779 -0.239 -1.964 -1.347
H 1.619356 0.942435 -2.541410 -0.447 -0.271 1.051
C -1.610763 0.160075 1.900636 0.639 -0.899 -0.474
S 0.258699 0.122479 2.013515 -0.728 -0.083 -0.648
H -1.976254 -0.202695 2.855861 -0.197 -0.267 -0.179
H -1.783025 -0.538528 1.064815 -0.441 0.152 0.694
H -2.149109 1.075294 1.661466 0.744 0.390 -0.008
H 0.405102 -0.823853 1.019004 -0.076 0.758 0.997
```
Forces are in eV/Å.

Results
Kohn-Sham gap = 9.550 eV
ΔE to the lowest compared entry with this formula, charge and spin = 99.6 kcal per mole
maximum force = 4.8 eV Å⁻¹
electronic energy = -17593.611 eV
LUMO level = 0.54 eV
net charge = 0
SMILES string = CC#[N+][O-].CS
HOMO = -9.0 eV

Here are the Löwdin charges for atoms 1 to 6, given in e:
1. C -0.1005
2. C -0.1395
3. N -0.1499
4. O 0.0323
5. H 0.0796
6. H 0.1182

Record 3
Molecular formula: C3H7NOS
Method: DFT, the ωB97M-V functional and the def2-TZVPD basis

Geometry as XYZ:
```
13
Properties=species:S:1:pos:R:3:forces:R:3
C 1.446522 -2.425609 0.055765 -0.461 -0.240 -1.588
N 0.694549 -1.477808 -0.300762 -0.807 -0.441 -0.579
S -0.251660 -0.734348 0.884201 1.149 1.236 0.749
C 0.093124 0.994432 0.393286 1.254 -0.206 2.092
C -0.616260 1.323516 -0.862462 0.468 -1.217 -0.602
O -0.981374 2.657632 -0.925236 0.068 0.892 0.759
H 1.881378 -2.613122 0.991956 -0.014 -0.214 1.781
H 1.621857 -3.148545 -0.724305 0.938 -0.065 -0.381
H -0.233542 1.574031 1.245890 -0.789 0.246 0.183
H 1.195152 1.226155 0.460994 -0.945 -0.625 -0.652
H 0.109490 1.104911 -1.643923 -0.315 -0.300 -0.587
H -1.461648 0.609367 -0.891009 0.114 0.584 -0.461
H -1.637285 2.726326 -1.599156 -0.660 0.350 -0.714
```
Forces are in eV/Å.

Results
Kohn-Sham gap = 8.962 eV
ΔE to the lowest compared entry with this formula, charge and spin = 62.3 kcal per mole
maximum force = 2.4 eV Å⁻¹
electronic energy = -17595.228 eV
LUMO level = 0.65 eV
net charge = 0
SMILES string = C=NSCCO
HOMO = -8.3 eV

Here are the Löwdin charges for atoms 1 to 6, given in e:
1. C -0.1504
2. N -0.3845
3. S 0.8597
4. C -0.4676
5. C -0.3889
6. O -0.0397